No. 1
A molecular structure, C29H42Cl2IrN6O4P in a non-equilibrium geometry, computed with ωB97M-V with the def2-TZVPD basis set.

Computed properties:
- LUMO energy: -0.2161 Eh
- Electronic energy: -3125.34833 hartree
- M: 832.790 g/mol
- Orbital gap: 6.73 eV

The geometry in ORCA input format:
```
! wB97M-V def2-TZVPD RIJCOSX def2/J DEFGRID3
* xyz 2 1
Ir -0.6874 -1.5700 -0.3644
Cl -4.1243 0.0625 0.8837
Cl -2.9853 -1.8659 -1.0305
P 2.1190 -2.6158 -1.1684
O -0.2033 0.4067 4.3997
O 0.4796 4.8261 -0.2490
O 1.3055 -1.4843 -0.5196
O -2.7437 2.2383 -0.9789
N -0.7636 0.3821 -0.4253
N -0.5840 0.7291 1.8783
N -0.3812 2.4963 0.4251
N 2.9838 -2.0241 -2.4160
N 1.1400 -3.7865 -1.8638
N 2.9355 -3.3666 0.0172
C -0.8042 -3.1090 3.5251
C -2.0122 1.8100 -2.0247
C -4.1763 -1.5789 0.3238
C -0.9868 0.8846 -1.7499
C -1.7800 3.4900 2.2248
C 3.7880 -4.5204 -0.2984
C -0.5070 -2.0043 4.3174
C -0.3896 4.8477 0.7977
C -1.4234 1.7243 -4.3657
C -0.8601 3.5911 1.1961
C -0.2215 0.3811 -2.7970
C -0.4554 -0.7465 3.7425
C -1.7354 5.8750 2.5007
C -0.9337 -1.6987 1.5803
C -0.8309 5.9864 1.4486
C -0.6121 1.1862 0.6194
C 1.0093 6.0747 -0.6919
C 0.3739 -3.3510 -3.0463
C 3.6824 -0.7442 -2.2035
C 0.0906 0.3349 5.7978
C -1.0260 -2.9626 2.1680
C -0.4331 0.7936 -4.1048
C -2.2124 4.6367 2.8845
C -3.8746 3.0715 -1.2386
C 3.2441 -2.7113 1.2956
C -2.2094 2.2267 -3.3367
C 3.6818 -2.9208 -3.3496
C 0.2329 -4.3580 -0.8817
C -0.6713 -0.5919 2.3614
H 3.1477 -0.1371 -1.4760
H 3.4496 -5.0076 -1.2111
H -0.4766 6.9604 1.1442
H 3.0629 -3.4114 2.1117
H 0.2173 6.7203 -1.0749
H 0.9802 -0.2706 5.9726
H -0.3214 -5.1878 -1.3159
H 4.8321 -4.2232 -0.4177
H 1.5395 6.5790 0.1168
H 4.2904 -2.4021 1.3285
H -3.8918 -2.2491 1.1263
H -2.2002 2.5307 2.4979
H 3.8174 -2.3939 -4.2938
H -2.9308 4.5526 3.6880
H -5.1477 -1.8151 -0.0946
H -0.7569 -0.0732 6.3490
H -1.2820 -3.8329 1.5742
H 3.0970 -3.8184 -3.5348
H -0.0404 2.7593 -0.4896
H -0.5608 -3.6197 -0.5359
H -0.3898 -2.5989 -2.7933
H 4.7053 -0.9031 -1.8533
H -0.1410 -4.2103 -3.4731
H -0.3301 -2.1314 5.3751
H 3.7284 -5.2397 0.5184
H 2.6101 -1.8410 1.4358
H 3.7192 -0.1993 -3.1465
H -0.8626 -4.0900 3.9770
H 0.1808 0.4040 -4.9055
H 1.0246 -2.9173 -3.7984
H -2.0679 6.7680 3.0122
H -2.9798 2.9503 -3.5600
H -3.5650 4.0370 -1.6411
H 0.5746 -0.3178 -2.5692
H -1.5915 2.0706 -5.3768
H 4.6657 -3.2095 -2.9736
H 0.7565 -4.6901 0.0103
H -0.3573 1.4102 2.5919
H -4.5686 2.5849 -1.9258
H -4.3555 3.2242 -0.2772
H 1.7058 5.8389 -1.4897
H 0.2741 1.3554 6.1149
*
```

Atomic partial charges in e from the Löwdin method, atoms 1 to 5: number 1, Ir, carries 1.068; number 2, Cl, carries 0.662; number 3, Cl, carries 0.632; number 4, P, carries 0.574; number 5, O, carries -0.082


No. 2
A molecular structure, C29H42N3O4SSeTi, computed with ωB97M-V with the def2-TZVPD basis set.

Computed properties:
- LUMO energy: -0.3591 Eh
- Electronic energy: -5243.65732 hartree
- M: 655.566 g/mol
- Orbital gap: 7.28 eV
- Energy relative to the best compared isomer or geometry (same formula, charge and spin): 0.213 eV

The geometry in ORCA input format:
```
! wB97M-V def2-TZVPD RIJCOSX def2/J DEFGRID3
* xyz 3 1
Se -0.2923 4.0528 2.0132
Ti 0.8692 0.1585 0.3691
S -2.3560 0.8331 -0.3870
O 0.2193 -2.1195 -0.5412
O 0.6473 -1.5908 1.8912
O -0.8243 0.4529 -0.4487
O -1.3178 0.3449 2.6473
N 1.6377 0.7919 2.3175
N 0.4669 3.9351 3.6030
N 0.3025 2.4403 1.4803
C -2.3747 2.5513 -0.8659
C 1.9227 2.2925 4.7300
C 1.8441 0.0825 -1.7137
C 2.5104 1.0783 4.5502
C 1.2751 -0.5159 -2.9554
C -1.0428 -0.7977 3.4410
C 2.7975 -0.5581 -0.8474
C -5.1071 -1.9684 -4.9438
C -3.3914 -0.3267 -4.0988
C -0.6185 -1.9149 2.5323
C 3.0377 2.9729 0.3230
C -4.1075 -0.8628 -1.4645
C 3.3569 -1.9231 -1.0825
C 1.0069 2.5139 -2.0609
C 0.5566 -3.2834 0.2195
C -0.8224 -2.4430 -1.4799
C 1.7748 1.4481 -1.3554
C -3.1079 0.0652 -1.7571
C -2.4172 1.1099 3.1468
C 2.6557 1.6550 -0.2582
C 1.0300 1.9996 2.4779
C -2.7501 0.3422 -3.0784
C 2.3401 0.3502 3.3315
C -4.7496 -1.5132 -2.5022
C 4.4523 0.2417 0.9719
C -4.4008 -1.2619 -3.8315
C 1.1344 2.7991 3.6509
C 1.3129 -2.7755 1.4212
C 3.3044 0.4124 0.0369
H 2.3265 -2.4691 1.1684
H 5.3743 0.4673 0.4279
H 3.9068 3.3465 -0.2274
H -1.9278 -1.1207 3.9963
H -6.1715 -1.7291 -4.9248
H 2.8050 -0.6225 3.2302
H -2.2258 1.4586 4.1645
H -1.7268 -2.7336 -0.9407
H -4.3916 -1.0587 -0.4377
H 1.6723 3.0467 -2.7448
H 3.9014 -2.3154 -0.2262
H -3.3371 0.5212 3.1338
H -3.4268 2.8379 -0.8903
H 1.1530 -3.9845 -0.3697
H 1.2067 -1.5977 -2.9016
H 2.5953 -2.6336 -1.3904
H 0.2968 -0.1057 -3.2019
H -1.9221 2.6979 -1.8419
H -0.3624 -3.7960 0.5167
H 0.1982 2.0944 -2.6552
H -2.5379 1.9728 2.4950
H 2.0314 2.8645 5.6421
H 4.0759 -1.8535 -1.9039
H 3.1191 0.6286 5.3219
H 4.4149 0.9282 1.8152
H 4.5483 -0.7793 1.3393
H -1.8570 3.1190 -0.0989
H -1.3762 -2.0796 1.7617
H 3.3401 2.8992 1.3673
H -0.4716 -2.8372 3.0975
H -5.0182 -3.0489 -4.8260
H 2.2525 3.7169 0.2227
H 0.5996 3.2500 -1.3681
H -0.4995 -3.2684 -2.1172
H -3.1292 -0.1161 -5.1271
H -4.7106 -1.6908 -5.9170
H 1.3673 -3.5196 2.2177
H 1.9443 -0.2738 -3.7859
H -5.5403 -2.2186 -2.2827
H -0.2612 -0.5752 4.1765
H -1.9897 1.0770 -3.3116
H -1.0214 -1.5685 -2.0859
*
```

Atomic partial charges in e from the Löwdin method, atoms 1 to 5: number 1, Se, carries 1.280; number 2, Ti, carries 1.210; number 3, S, carries 1.105; number 4, O, carries -0.268; number 5, O, carries -0.241


No. 3
3 unconnected molecules or ions with the total composition C29H42NO12P in a non-equilibrium geometry, computed with ωB97M-V with the def2-TZVPD basis set.

Computed properties:
- LUMO energy: -0.0390 Eh
- Electronic energy: -2429.14681 hartree
- SMILES: N=P(O)(O)c1cc2c(cc1CCOC=O)C(=O)c1ccccc1C2=O.COCCOCCOC.COCCOCCOC
- M: 627.624 g/mol
- Orbital gap: 7.86 eV

The geometry in ORCA input format:
```
! wB97M-V def2-TZVPD RIJCOSX def2/J DEFGRID3
* xyz 0 1
P -1.9137 0.0008 -1.6642
O -2.4773 -1.1752 -2.6072
O 2.3211 2.5688 0.4383
O -3.8897 3.1470 2.3516
O -4.3709 2.6635 5.3219
O 2.6271 -6.1923 -0.1540
O 0.1997 -5.4827 1.5455
O -1.4913 -0.7114 -0.3005
O -3.8796 4.1474 -4.3336
O -2.1914 0.9990 3.9735
O 2.0533 -3.1781 0.7638
O 3.5591 3.2492 -4.3361
O -2.7499 2.3886 -5.0890
N -2.9926 1.0959 -1.4647
C 0.2962 -5.5684 0.1302
C -2.8641 3.7186 -4.8325
C -1.0861 0.6751 -4.7602
C 6.3771 1.6604 -0.4814
C -4.0492 4.1348 3.3522
C -4.4742 1.3757 4.7275
C 5.7484 2.0699 -2.7751
C 4.1345 2.0644 -1.0529
C 2.0055 1.9329 -3.0533
C 1.1020 1.5706 -4.0032
C -0.9056 0.9279 4.5514
C -4.9475 3.0907 1.4152
C 1.2927 -4.9255 2.2634
C -0.1058 1.0103 -3.6456
C -3.5461 3.6348 4.6910
C 2.6898 2.1840 -0.6517
C 1.5134 -3.4417 2.0484
C 4.4385 2.2186 -2.3896
C 0.5350 1.1589 -1.3596
C 1.7087 1.7437 -1.7121
C -1.4402 1.9791 -5.5362
C 6.6795 1.7768 -1.8157
C 3.4752 -7.2475 0.2448
C 1.2866 -6.5932 -0.3851
C 5.0650 1.8091 -0.0830
C -0.3967 0.7757 -2.3113
C 3.3412 2.5419 -3.3721
C -3.2267 0.5186 4.8185
C 1.5385 -2.0076 0.1647
H -0.2419 1.5634 3.9658
H -0.5277 -0.1005 4.5302
H 3.0066 -7.8658 1.0183
H -2.5996 1.9773 -1.7761
H -4.8582 2.1480 0.8770
H 1.0376 -5.0637 3.3173
H -5.9250 3.1124 1.9101
H -1.4726 1.7938 -6.6135
H 1.1523 -6.6947 -1.4704
H -2.5146 3.2872 4.6203
H 1.0785 -7.5610 0.0828
H -4.8711 3.9164 0.7006
H 6.0298 2.1580 -3.8169
H -2.0387 0.2831 -4.4139
H 0.3384 1.0167 -0.3017
H 1.3465 1.7498 -5.0458
H 0.4679 -4.5868 -0.3132
H -0.6969 -5.8852 -0.1993
H -2.8957 0.4751 5.8613
H 7.1228 1.4570 0.2768
H 1.7942 -2.0342 -0.8954
H 3.7465 -7.8714 -0.6134
H -5.0986 4.4355 3.4471
H 4.7367 1.7345 0.9461
H -3.4772 -0.4988 4.4895
H 0.4510 -1.9610 0.2496
H 7.7139 1.6252 -2.1081
H 1.9889 -1.1152 0.6171
H -0.9102 1.2988 5.5819
H -3.4574 5.0113 3.0569
H 2.2348 -3.0800 2.7929
H -3.5413 4.4879 5.3745
H -2.0477 4.4093 -5.1087
H -5.2561 0.8678 5.2985
H -1.9794 -0.3491 0.4515
H -0.5828 0.0252 -5.4828
H 4.3790 -6.8074 0.6646
H -4.8377 1.4433 3.7017
H -1.8290 -1.4891 -3.2487
H -0.7282 2.7819 -5.3361
H 0.5647 -2.9121 2.1917
H 2.2081 -5.4919 2.0880
*
```

Atomic partial charges in e from the Löwdin method, atoms 1 to 5: number 1, P, carries 0.507; number 2, O, carries -0.132; number 3, O, carries 0.127; number 4, O, carries -0.208; number 5, O, carries -0.122


Which formula does entry 1 have?
C29H42Cl2IrN6O4P


Among the records above, which one has the highest M?
C29H42Cl2IrN6O4P


Which of these has the highest LUMO energy?
C29H42NO12P